Entry 1:
# C23H38Cl9N2O2S2

A cluster of 5 separate species, C23H38Cl9N2O2S2 in total in a non-equilibrium geometry (ωB97M-V/def2-TZVPD, OMol25).

Properties
DFT total energy ... -6096.7012 Eh
E_HOMO ... -10.3 eV
E_LUMO ... -4.4340 eV
Net charge ... +1

Each line ends with the Mulliken charge.
CARTESIAN COORDINATES (ANGSTROEM)
O  -4.707  3.418  1.274  -0.415
H  -2.932  -4.182  1.529  0.489
Cl  7.464  -0.795  0.923  -0.124
C  -1.308  5.945  2.759  -0.302
C  -4.469  -1.019  1.412  -0.314
H  2.256  -2.089  1.327  0.118
C  -3.394  -3.962  -1.012  -1.518
H  -3.680  -3.314  2.944  0.588
C  -3.065  -3.185  2.014  -1.417
H  3.349  2.305  -0.107  0.265
H  -1.671  5.872  3.781  0.308
C  2.928  1.634  -0.897  -0.963
Cl  7.433  -0.195  -1.932  -0.139
C  2.019  2.524  -5.273  -0.438
H  -0.966  -2.389  1.590  -0.467
H  -3.693  -4.017  -2.099  0.407
H  -0.397  -3.505  -2.543  0.516
H  -1.862  -2.474  -2.512  0.275
C  -3.839  -2.260  1.033  0.575
N  -5.192  -0.229  0.516  0.061
C  -4.762  -1.805  -1.330  -0.886
H  2.985  -0.470  1.636  0.449
H  7.683  4.304  -2.890  0.295
C  -4.431  2.006  1.156  0.471
H  4.937  -1.828  1.651  0.383
H  -3.482  1.662  0.593  0.468
H  -1.713  -4.193  3.606  0.407
C  -1.087  -2.965  -1.851  -0.741
C  2.892  -1.289  0.865  -0.432
H  1.645  0.970  0.776  0.422
Cl  6.375  4.450  -4.841  -0.145
H  -6.493  1.528  0.401  0.352
H  -4.914  -2.069  -2.404  0.338
Cl  -0.475  4.440  2.339  -0.110
C  -3.993  -2.661  -0.406  0.921
Cl  -6.311  0.393  -1.950  -0.122
N  2.370  -0.738  -0.412  0.445
C  -1.641  -2.659  2.438  1.332
C  -4.222  2.727  2.634  -0.921
C  -5.360  -0.586  -0.795  0.309
H  -3.127  2.331  2.581  0.082
H  -3.883  -4.864  -0.536  0.419
C  -1.823  -4.054  -0.950  -0.298
O  -0.981  -3.765  3.119  -0.572
Cl  3.496  2.431  -4.309  -0.033
H  2.239  2.204  -6.288  0.313
H  -1.547  -5.058  -1.387  0.482
Cl  -0.226  7.333  2.634  -0.146
C  -1.659  -1.458  3.456  -1.266
S  2.194  -2.778  -2.075  -0.241
H  -2.141  -0.531  3.054  0.157
H  0.890  0.829  -0.868  0.314
Cl  0.749  1.485  -4.607  -0.128
H  7.794  1.286  -0.135  0.193
S  -0.319  -1.617  -0.880  0.011
H  1.666  3.552  -5.278  0.283
C  1.487  -1.640  -1.088  -0.331
H  -2.112  -1.810  4.427  0.330
H  -3.862  3.760  2.870  0.514
H  9.166  0.180  -0.382  0.343
H  -2.143  6.086  2.078  0.258
H  2.407  2.302  -1.642  0.264
Cl  5.834  2.924  -2.406  -0.038
H  -4.379  -0.666  2.468  0.588
H  6.194  5.243  -2.631  0.275
H  4.344  -2.894  0.294  0.262
H  3.704  1.031  -1.430  0.200
H  -1.450  -4.066  0.111  0.102
C  1.823  0.637  -0.282  -0.425
C  8.083  0.261  -0.353  -0.253
C  6.617  4.355  -3.094  -0.381
H  4.974  -1.174  -0.011  0.062
C  4.377  -1.836  0.672  -0.908
H  -6.121  0.891  2.129  0.430
H  -0.581  -1.234  3.699  0.369
C  -5.777  1.011  1.078  -0.970

---

Entry 2:
# C23H38N3O7

A cluster of 3 separate species, C23H38N3O7 in total in a non-equilibrium geometry (ωB97M-V/def2-TZVPD, OMol25).

Properties
DFT total energy ... -1589.4211 Eh
E_HOMO ... -10.8 eV
E_LUMO ... -2.5316 eV
Net charge ... +1

Each line ends with the Mulliken charge.
CARTESIAN COORDINATES (ANGSTROEM)
H  -2.849  -4.575  5.107  0.316
O  -2.428  -2.610  4.702  -0.323
H  -0.686  8.902  1.967  0.264
C  1.603  3.709  0.599  -0.123
C  1.030  2.511  1.577  0.381
H  1.414  4.852  0.822  0.113
H  2.099  -3.836  -1.783  0.272
C  0.521  -2.829  -3.135  -0.689
H  -0.362  4.014  2.695  0.112
C  -0.300  7.178  3.216  -0.320
C  0.154  2.983  2.904  -0.735
C  2.764  1.646  -0.946  -0.570
H  2.912  -2.218  -5.623  0.232
O  -3.779  -0.828  5.184  -0.534
H  0.247  -4.922  0.869  0.377
H  -2.539  0.827  -4.035  0.341
H  0.625  -1.419  -0.968  0.434
H  -1.628  -1.260  -2.620  -0.056
C  1.481  7.158  1.868  0.607
N  -2.392  -3.521  -0.810  -0.487
H  -0.030  9.292  3.577  0.306
C  -1.395  0.559  -3.975  -0.924
O  -0.031  -2.322  -6.189  -0.526
H  -1.861  -1.646  -4.453  0.371
C  -2.702  -3.920  4.242  -0.275
H  -1.567  -2.513  1.046  0.222
H  0.907  3.165  3.810  0.247
C  1.200  -2.916  0.363  -0.790
H  3.514  -1.011  -1.148  0.418
O  0.465  6.376  2.336  -0.210
C  -3.949  -3.748  3.437  -0.141
H  0.835  -3.650  -3.944  0.316
O  -4.586  -2.646  4.055  -0.329
H  2.162  -3.509  0.732  0.453
H  -3.741  -3.495  2.392  0.142
C  2.207  0.426  0.042  0.487
H  -0.463  -3.102  -2.562  0.297
C  -1.501  -3.521  0.449  -0.369
C  2.488  3.244  -0.701  -0.602
H  0.838  -2.228  1.269  0.085
H  -0.574  2.134  3.248  0.333
C  -0.005  8.569  2.757  -0.372
H  -0.827  0.790  -4.976  0.265
H  2.557  -0.403  -4.943  0.210
N  0.296  -1.466  -3.812  0.339
N  1.495  -1.999  -0.802  0.536
C  0.712  -1.715  -5.259  0.215
H  -1.870  -4.303  3.644  0.202
H  3.151  -1.568  0.614  0.345
C  0.025  -4.025  0.112  -0.329
H  -4.590  -4.633  3.468  0.329
O  2.428  6.742  1.221  -0.556
H  0.002  -4.509  -0.952  0.264
C  -1.160  -1.070  -3.701  -0.193
C  2.244  -1.234  -5.707  -0.829
H  3.441  1.365  -1.887  0.128
H  -2.665  -2.543  -1.059  0.177
C  2.647  -1.099  -0.361  -0.652
H  -3.236  -4.117  -0.666  0.256
H  2.692  -2.276  -2.716  0.381
C  1.312  0.889  1.333  -0.277
H  -1.363  6.932  3.140  0.318
H  2.905  4.085  -1.436  0.312
O  1.301  8.464  2.221  -0.316
C  -3.612  -1.931  4.691  0.623
H  2.144  -0.851  -6.822  0.354
H  -1.996  -4.346  1.157  0.191
C  1.806  -2.722  -2.097  -0.721
H  0.899  0.082  2.083  0.174
H  -0.872  1.164  -3.101  0.225
H  0.036  6.996  4.242  0.275

---

Entry 3:
# C23H39N3O16

A cluster of 8 separate species, C23H39N3O16 in total in a non-equilibrium geometry (ωB97M-V/def2-TZVPD, OMol25).

Properties
SMILES ... C[N+](=O)[O-].C[N+](=O)[O-].C[N+](=O)[O-].O=C1CCCO1.O=C1CCCO1.O=C1CCCO1.O=C1CCCO1.O=C1CCCO1
DFT total energy ... -2267.6669 Eh
E_HOMO ... -10.2 eV
E_LUMO ... -0.2828 eV
Net charge ... 0

Each line ends with the Mulliken charge.
CARTESIAN COORDINATES (ANGSTROEM)
C  5.940  -0.522  1.556  -0.420
H  -1.958  -3.414  -0.636  0.214
O  3.704  2.416  -3.639  -0.588
O  2.799  0.416  -3.199  -0.353
H  -3.869  1.372  -2.075  -0.554
C  -0.648  -1.698  1.948  -0.731
H  0.441  0.651  -0.083  -0.006
H  -4.203  1.631  -5.914  0.253
H  -5.124  0.188  -4.114  0.395
C  -1.432  -4.033  -1.352  -0.738
O  0.352  -3.521  -2.739  -0.573
H  -5.786  1.624  -3.335  0.294
C  -3.658  1.493  -3.131  0.918
C  -0.172  0.316  0.746  0.262
H  -5.485  -1.366  -1.971  0.297
H  4.693  0.582  5.074  0.125
C  5.753  -0.345  0.043  -0.646
O  -1.601  -1.543  0.842  -0.378
O  0.474  -2.926  -0.675  -0.460
H  -3.101  1.720  0.745  -0.059
C  -3.478  2.709  0.972  -0.372
H  -4.038  -1.139  -0.946  0.062
H  -5.399  0.095  -0.915  0.247
O  4.139  -1.844  0.846  -0.333
H  -2.792  0.904  -3.429  -0.097
H  1.705  0.283  5.832  0.309
H  1.465  -0.814  -4.221  0.300
H  5.915  0.667  -0.334  0.373
C  4.149  0.033  7.114  0.489
H  -5.693  2.520  -5.564  0.374
H  -4.375  2.679  1.584  0.339
C  2.966  -1.453  5.835  -0.369
H  6.978  -0.642  1.845  0.373
H  2.344  0.011  4.289  -0.120
C  2.630  -0.040  5.345  0.005
C  2.731  1.730  -3.538  0.435
C  -4.764  2.158  -5.134  -0.544
H  3.745  1.781  5.930  0.323
O  -4.000  3.262  -4.644  -0.381
C  1.282  2.097  -3.823  -0.545
H  -1.928  -4.188  -2.301  0.308
C  -4.945  1.244  -3.923  -0.594
H  -3.689  3.269  0.065  0.289
O  -5.157  -2.682  0.477  -0.559
C  1.510  -0.219  -3.311  0.040
O  -1.934  2.646  2.641  -0.543
H  3.566  -0.017  0.021  0.084
O  5.291  -2.652  2.583  -0.597
O  -2.057  4.486  1.512  -0.547
H  1.302  -1.262  1.184  0.107
H  -0.735  1.128  1.216  0.052
C  4.303  -0.804  -0.135  0.003
H  -0.435  0.659  -3.663  0.006
H  0.934  -0.260  2.527  -0.006
N  -0.086  -3.463  -1.611  0.909
H  -1.252  -5.015  -0.907  0.299
H  -0.413  -2.755  1.957  0.366
N  -2.421  3.369  1.783  0.922
C  0.479  -0.715  1.647  0.003
O  4.740  0.458  8.052  -0.550
H  4.206  -1.207  -1.141  0.148
H  6.436  -0.968  -0.537  0.306
H  5.482  0.333  2.053  0.169
H  0.966  3.041  -3.389  0.351
H  2.062  -2.041  5.971  0.321
N  -5.795  -1.768  -0.016  0.979
C  0.515  0.938  -3.202  0.567
C  5.140  -1.788  1.771  0.531
O  -2.022  -0.093  -0.788  -0.445
O  3.609  -1.217  7.098  -0.360
C  -3.371  2.941  -3.479  0.479
H  -1.176  -1.417  2.861  0.367
H  1.419  -0.874  -2.443  -0.149
C  -1.367  -0.424  0.170  0.408
H  0.252  1.115  -2.160  -0.347
O  -2.671  3.723  -2.916  -0.567
C  3.870  0.711  5.778  -0.398
C  -5.094  -0.934  -1.050  -0.421
H  1.153  2.148  -4.905  0.306
H  3.644  -1.977  5.158  0.234
O  -6.959  -1.507  0.218  -0.592

---

What HOMO-LUMO gap values result from the calculations? In sequence: 5.91, 8.32, 9.95 eV.
What molecular weight values result from the calculations? In sequence: 757.78, 468.57, 613.57 g/mol.